1.
# C4H12N2P

An isolated ion of composition C4H12N2P and charge +1 at a distorted geometry (the ωB97M-V functional and the def2-TZVPD basis, the OMol25 dataset).

Last column: Löwdin charge in e.
Cartesian coordinates (Å):
C (0.13, -2.40, 0.99)  -0.03
C (-1.43, 0.89, 1.03)  0.16
C (-0.49, 2.23, -0.72)  -0.02
C (0.11, -0.24, -0.51)  -0.40
N (-0.51, -1.38, 0.00)  -0.11
N (-0.66, 0.99, 0.03)  -0.17
P (2.21, 0.36, -0.19)  0.86
H (0.97, -1.98, 1.54)  0.07
H (-0.60, -2.67, 1.71)  0.06
H (0.45, -3.25, 0.42)  0.08
H (-1.50, -0.14, 1.38)  0.11
H (-1.83, 1.75, 1.54)  0.13
H (0.07, 2.84, 0.05)  0.12
H (0.29, 2.11, -1.58)  0.11
H (-1.44, 2.66, -0.99)  0.10
H (2.17, 1.18, -1.25)  -0.19
H (0.06, -0.34, -1.59)  0.11
H (-0.77, -1.96, -0.79)  0.11
H (2.77, -0.62, -1.06)  -0.10

Results
HOMO ... -13.5 eV
Structure (SMILES) ... C=[N+](C)[C@@H](P)NC
2S+1 ... 1
Charge ... +1
Relative energy (zero: lowest compared OMol25 entry of this formula, charge and spin) ... 2.449 eV
E_LUMO ... -4.335 eV
Kohn-Sham gap ... 9.19 eV

2.
# C41H34F40O8S

A 7-piece molecular cluster, C41H34F40O8S overall at a distorted geometry (the ωB97M-V functional and the def2-TZVPD basis, the OMol25 dataset).

Last column: Löwdin charge in e.
Cartesian coordinates (Å):
C (-2.27, -0.91, -5.21)  -0.12
C (-2.01, -2.10, -6.14)  -0.48
C (-0.78, -1.90, -7.14)  -0.28
F (-0.85, -0.79, -7.90)  0.09
F (0.25, -2.00, -6.28)  0.08
F (-1.89, -3.26, -5.41)  0.10
F (-3.00, -2.27, -6.93)  0.16
O (-3.22, -1.03, -4.22)  0.04
C (-4.66, -0.82, -4.45)  -0.49
C (-5.42, -0.88, -3.09)  -0.33
F (-4.85, -0.44, -2.03)  0.15
F (-6.72, -0.39, -3.03)  0.07
F (-4.91, 0.38, -4.93)  0.17
F (-5.21, -1.71, -5.25)  0.18
H (-2.40, -0.05, -5.86)  0.13
H (-1.34, -0.74, -4.67)  0.13
H (-0.54, -2.67, -7.88)  0.17
H (-5.60, -1.94, -2.89)  0.16
C (3.60, -4.99, 1.06)  -0.07
C (4.82, -5.91, 0.90)  -0.48
C (5.50, -6.06, 2.32)  -0.35
F (4.57, -6.60, 3.08)  0.11
F (6.54, -6.84, 2.46)  0.14
F (4.39, -7.02, 0.32)  0.16
F (5.61, -5.34, 0.01)  0.15
O (4.01, -3.74, 1.61)  0.03
C (3.03, -3.00, 2.26)  -0.59
C (1.83, -2.44, 1.38)  -0.21
F (1.09, -3.31, 0.68)  0.10
F (0.98, -1.61, 2.14)  0.05
F (2.72, -3.59, 3.40)  0.18
F (3.80, -2.05, 2.69)  0.19
H (2.82, -5.43, 1.69)  0.12
H (3.10, -4.84, 0.10)  0.14
H (5.75, -5.11, 2.79)  0.17
H (2.32, -1.83, 0.62)  0.16
C (4.83, 6.86, -0.25)  -0.03
C (4.86, 8.29, 0.26)  -0.46
C (5.07, 8.31, 1.76)  -0.53
F (6.13, 7.68, 2.04)  0.19
F (4.95, 9.45, 2.24)  0.21
F (5.86, 9.00, -0.35)  0.12
F (3.69, 8.80, -0.12)  0.15
O (3.75, 5.97, 0.26)  0.01
C (4.24, 4.85, 1.03)  -0.47
C (5.13, 3.92, 0.24)  -0.33
F (5.56, 2.91, 0.92)  0.16
F (4.42, 3.52, -0.87)  0.09
F (4.80, 5.49, 2.10)  0.14
F (3.13, 4.20, 1.44)  0.14
H (5.83, 6.42, -0.20)  0.13
H (4.52, 6.93, -1.29)  0.15
H (4.19, 7.88, 2.22)  0.17
H (6.00, 4.47, -0.13)  0.16
C (-1.97, -4.96, 1.04)  -0.05
C (-3.10, -4.87, 0.03)  -0.52
C (-3.33, -3.40, -0.29)  -0.36
F (-3.79, -2.69, 0.69)  0.15
F (-2.18, -2.80, -0.67)  0.09
F (-2.92, -5.52, -1.07)  0.20
F (-4.26, -5.27, 0.60)  0.13
O (-1.66, -6.24, 1.63)  0.04
C (-0.35, -6.41, 2.19)  -0.57
C (-0.10, -5.61, 3.48)  -0.37
F (0.91, -5.98, 4.18)  0.17
F (-0.15, -4.31, 3.23)  0.11
F (-0.33, -7.72, 2.44)  0.16
F (0.47, -6.28, 1.24)  0.22
H (-2.30, -4.37, 1.89)  0.13
H (-1.07, -4.45, 0.70)  0.13
H (-4.03, -3.45, -1.12)  0.17
H (-0.89, -5.80, 4.20)  0.17
C (-2.37, 2.95, -3.53)  -0.02
C (-1.39, 3.00, -4.72)  -0.35
C (0.14, 3.44, -4.43)  -0.40
F (1.03, 3.12, -5.30)  0.15
F (0.19, 4.72, -4.19)  0.12
F (-1.37, 1.70, -5.20)  0.05
F (-1.90, 3.75, -5.74)  0.11
O (-2.85, 4.24, -3.04)  0.01
C (-2.62, 4.58, -1.65)  -0.53
C (-3.18, 5.96, -1.43)  -0.40
F (-3.27, 6.39, -0.24)  0.18
F (-2.52, 6.83, -2.20)  0.13
F (-3.24, 3.65, -0.93)  0.15
F (-1.34, 4.49, -1.34)  0.17
H (-2.02, 2.39, -2.66)  0.12
H (-3.23, 2.34, -3.82)  0.13
H (0.57, 3.02, -3.53)  0.12
H (-4.25, 5.99, -1.66)  0.18
C (-0.27, -0.02, -0.47)  -0.21
S (0.91, 0.33, -1.88)  0.93
O (0.00, 0.88, -3.02)  -0.59
C (1.65, 1.91, -1.16)  -0.24
H (0.28, -0.31, 0.43)  0.03
H (-0.97, -0.78, -0.81)  0.03
H (-0.93, 0.84, -0.37)  0.04
H (2.35, 2.31, -1.89)  0.04
H (2.19, 1.53, -0.29)  0.04
H (1.04, 2.75, -0.82)  0.05
C (-0.06, 3.02, 2.62)  -0.07
C (-1.29, 3.06, 1.98)  -0.08
C (-2.11, 1.98, 2.07)  -0.02
C (-1.91, 0.93, 3.04)  -0.03
C (-0.73, 1.02, 3.83)  -0.07
C (0.24, 2.02, 3.51)  0.00
C (-0.44, -0.07, 4.81)  -0.26
O (0.69, -0.34, 5.21)  0.09
C (-1.49, -1.16, 5.00)  -0.06
C (-1.21, -2.34, 5.75)  -0.01
C (-2.01, -3.46, 5.81)  -0.06
C (-3.17, -3.43, 4.96)  -0.04
C (-3.45, -2.27, 4.24)  -0.02
C (-2.66, -1.13, 4.28)  -0.11
C (-3.06, -0.06, 3.33)  -0.25
O (-4.15, 0.13, 2.78)  0.09
H (0.65, 3.79, 2.36)  0.10
H (-1.58, 3.92, 1.39)  0.10
H (-3.08, 2.15, 1.62)  0.11
H (1.18, 1.97, 4.05)  0.12
H (-0.27, -2.48, 6.29)  0.12
H (-1.52, -4.23, 6.40)  0.11
H (-3.82, -4.29, 4.93)  0.10
H (-4.39, -2.28, 3.72)  0.12

Results
HOMO ... -9.7 eV
2S+1 ... 1
Charge ... 0
E_LUMO ... -1.440 eV
Kohn-Sham gap ... 8.31 eV

3.
# C3H3N

A 2-piece molecular cluster, C3H3N overall at a distorted geometry (the ωB97M-V functional and the def2-TZVPD basis, the OMol25 dataset).

Last column: Löwdin charge in e.
Cartesian coordinates (Å):
C (0.89, -2.43, -0.20)  -0.02
C (0.23, -1.41, -0.19)  -0.03
C (-0.27, 1.86, 0.91)  -0.04
N (-0.75, 2.91, 0.68)  0.05
H (1.78, -3.03, -0.14)  0.01
H (-0.65, -0.82, -0.25)  -0.01
H (-0.79, 3.83, 0.42)  0.03

Results
HOMO (alpha / beta) ... -5.4 / -10.6 eV
2S+1 ... 3
Charge ... 0
Relative energy (zero: lowest compared OMol25 entry of this formula, charge and spin) ... 2.835 eV
E_LUMO (alpha / beta) ... 1.260 / -2.346 eV
Kohn-Sham gap (alpha / beta) ... 6.69 / 8.21 eV

4.
# C18H31F6N4O7S3

C18H31F6N4O7S3 as an isolated structure at a distorted geometry (the ωB97M-V functional and the def2-TZVPD basis, the OMol25 dataset).

Last column: Löwdin charge in e.
Cartesian coordinates (Å):
O (-0.94, -5.84, -2.49)  0.23
C (-1.87, -5.17, -2.51)  -0.45
O (-2.44, -4.83, -3.68)  0.12
C (-2.50, -4.57, -1.22)  -0.37
F (-1.88, -3.47, -0.86)  0.19
F (-3.74, -4.20, -1.59)  0.13
C (-2.68, -5.60, -0.07)  -0.39
F (-2.49, -6.84, -0.46)  0.19
F (-3.94, -5.55, 0.32)  0.17
C (-1.83, -5.31, 1.20)  -0.45
F (-2.38, -4.30, 1.83)  0.17
F (-1.99, -6.38, 1.99)  0.15
C (-0.30, -5.16, 0.98)  -0.33
O (0.31, -5.69, 0.18)  0.20
S (0.56, -4.05, 2.21)  0.54
O (1.97, -4.02, 1.97)  -0.30
O (0.28, -4.71, 3.44)  -0.30
N (-0.19, -2.62, 2.15)  -0.30
S (0.67, -1.41, 2.76)  0.46
O (-0.26, -0.38, 3.07)  -0.32
O (1.49, -1.76, 3.85)  -0.28
N (1.74, -0.84, 1.49)  0.00
C (1.47, 0.28, 1.28)  -0.90
S (1.12, 1.71, 0.77)  0.75
H (-2.44, -3.86, -3.72)  0.13
C (-0.27, -1.47, -7.05)  -0.09
C (-0.03, -0.63, -5.81)  -0.28
N (0.28, -1.41, -4.63)  -0.20
C (0.21, -0.64, -3.39)  -0.25
C (1.20, 0.50, -3.23)  -0.08
C (1.43, -2.30, -4.74)  -0.24
C (2.78, -1.69, -5.13)  -0.08
H (-1.02, -2.24, -6.87)  0.07
H (-0.62, -0.84, -7.87)  0.07
H (0.65, -1.96, -7.40)  0.06
H (-0.95, -0.07, -5.62)  0.12
H (0.75, 0.12, -6.03)  0.10
H (0.30, -1.32, -2.54)  0.11
H (-0.81, -0.24, -3.30)  0.11
H (2.20, 0.14, -3.03)  0.06
H (0.92, 1.12, -2.37)  0.04
H (1.22, 1.16, -4.10)  0.07
H (1.19, -3.08, -5.47)  0.10
H (1.55, -2.85, -3.80)  0.12
H (2.70, -1.02, -5.98)  0.06
H (3.47, -2.49, -5.41)  0.07
H (3.24, -1.16, -4.30)  0.05
C (-0.23, 2.86, 4.36)  -0.08
C (0.59, 4.10, 4.66)  -0.27
N (0.45, 5.15, 3.66)  -0.20
C (1.45, 6.19, 3.77)  -0.26
C (1.46, 7.05, 5.04)  -0.09
C (-0.90, 5.60, 3.40)  -0.25
C (-1.72, 6.13, 4.58)  -0.09
H (-0.02, 2.49, 3.35)  0.03
H (0.01, 2.07, 5.06)  0.08
H (-1.30, 3.05, 4.44)  0.07
H (1.64, 3.80, 4.69)  0.12
H (0.34, 4.46, 5.67)  0.10
H (1.38, 6.85, 2.90)  0.11
H (2.44, 5.72, 3.68)  0.11
H (0.63, 7.76, 5.05)  0.05
H (2.38, 7.65, 5.07)  0.07
H (1.43, 6.45, 5.94)  0.06
H (-1.45, 4.77, 2.96)  0.10
H (-0.88, 6.36, 2.61)  0.11
H (-1.66, 5.48, 5.45)  0.07
H (-2.77, 6.20, 4.29)  0.07
H (-1.41, 7.14, 4.87)  0.05

Results
HOMO ... -6.2 eV
2S+1 ... 1
Charge ... -1
E_LUMO ... 2.262 eV
Kohn-Sham gap ... 8.50 eV